{"formula": "C53H118F3N5O4", "method": "the ωB97M-V functional and the def2-TZVPD basis", "fmax_ev_per_a": 3.07, "gap_ev": 7.6, "total_charge": 4, "energy_ha": -2963.1382, "symbols": ["C", "C", "C", "C", "N", "C", "C", "C", "C", "C", "C", "C", "H", "H", "H", "H", "H", "H", "H", "H", "H", "H", "H", "H", "H", "H", "H", "H", "H", "H", "H", "H", "H", "H", "H", "H", "C", "C", "C", "C", "N", "C", "C", "C", "C", "C", "C", "C", "H", "H", "H", "H", "H", "H", "H", "H", "H", "H", "H", "H", "H", "H", "H", "H", "H", "H", "H", "H", "H", "H", "H", "H", "C", "C", "C", "C", "N", "C", "C", "C", "C", "C", "C", "C", "H", "H", "H", "H", "H", "H", "H", "H", "H", "H", "H", "H", "H", "H", "H", "H", "H", "H", "H", "H", "H", "H", "H", "H", "C", "C", "N", "C", "C", "C", "C", "C", "O", "C", "H", "H", "H", "H", "H", "H", "H", "H", "H", "H", "H", "H", "H", "H", "H", "H", "H", "H", "H", "H", "C", "C", "N", "C", "C", "C", "C", "C", "O", "C", "H", "H", "H", "H", "H", "H", "H", "H", "H", "H", "H", "H", "H", "H", "H", "H", "H", "H", "H", "H", "C", "O", "O", "C", "F", "F", "F", "C", "C", "H", "H", "H", "H", "H", "H"], "xyz": [[22.693492, 23.353088, 17.335786], [24.157246, 23.057529, 17.648481], [24.318710, 21.625883, 18.126124], [25.581950, 21.294327, 18.941964], [25.748552, 19.859175, 19.315059], [25.958692, 19.001874, 18.070114], [26.837789, 17.782180, 18.460684], [27.216968, 18.075617, 19.927806], [27.048018, 19.574252, 20.082889], [24.564382, 19.340314, 20.101694], [24.152431, 20.273341, 21.278618], [23.271860, 19.481630, 22.276387], [22.473852, 22.861198, 16.385298], [22.483326, 24.416563, 17.233609], [22.008042, 22.943572, 18.069535], [24.608356, 23.675923, 18.433522], [24.796855, 23.275634, 16.790546], [24.296084, 20.904008, 17.295726], [23.441767, 21.277493, 18.677847], [25.538390, 21.932620, 19.823625], [26.448750, 21.556966, 18.335001], [25.009728, 18.755071, 17.604532], [26.542481, 19.614457, 17.384027], [26.230297, 16.904159, 18.260098], [27.734755, 17.768569, 17.846551], [26.529955, 17.495355, 20.540454], [28.240895, 17.861340, 20.229488], [26.926110, 19.861257, 21.122979], [27.856113, 20.078893, 19.558308], [24.702562, 18.353303, 20.524724], [23.729800, 19.425415, 19.404981], [23.591237, 21.153746, 20.976280], [24.916248, 20.702477, 21.930201], [22.458367, 20.076948, 22.688328], [23.862741, 19.223817, 23.161598], [22.909100, 18.492191, 21.988442], [12.890811, 18.598425, 13.091654], [11.800923, 19.503632, 13.734780], [12.288293, 20.706949, 14.545620], [13.115009, 21.682344, 13.711299], [13.554663, 22.958915, 14.400602], [14.697940, 22.667645, 15.395864], [14.106598, 22.242426, 16.705789], [12.719555, 22.886399, 16.728051], [12.550220, 23.581223, 15.372516], [13.965514, 24.081291, 13.488136], [12.868280, 24.698123, 12.621734], [13.343527, 25.861011, 11.730738], [12.352517, 18.032887, 12.335217], [13.304503, 17.952512, 13.868910], [13.732135, 19.108966, 12.621037], [11.179152, 18.891835, 14.381574], [11.269064, 19.855462, 12.848981], [12.825929, 20.417592, 15.454538], [11.475564, 21.263956, 15.017558], [12.460687, 21.906440, 12.865727], [14.031080, 21.303371, 13.260014], [15.367753, 23.498981, 15.629637], [15.428158, 22.002078, 14.927844], [14.689231, 22.608329, 17.552315], [14.024991, 21.176955, 16.922166], [12.538021, 23.519492, 17.594695], [11.917185, 22.152472, 16.819427], [12.670070, 24.659472, 15.495327], [11.524884, 23.595316, 15.000159], [14.788718, 23.644278, 12.911114], [14.473761, 24.877430, 14.034752], [12.005519, 24.985117, 13.225236], [12.487122, 23.923231, 11.950422], [14.369478, 25.558844, 11.477079], [13.369317, 26.812714, 12.249162], [12.904940, 25.857180, 10.737613], [21.220428, 10.308458, 19.315043], [20.015495, 10.715812, 18.450266], [19.458445, 12.108069, 18.717664], [20.297356, 13.218750, 18.107658], [19.730752, 14.634789, 18.251702], [19.391028, 15.085144, 19.703874], [20.179845, 16.354216, 19.976298], [21.436464, 16.147619, 19.150632], [20.841852, 15.623970, 17.859956], [18.556358, 14.847199, 17.321866], [17.861108, 16.205209, 17.380399], [16.351416, 16.155939, 17.156767], [22.177054, 10.526993, 18.827860], [21.343015, 9.269466, 19.605645], [21.255079, 10.980188, 20.179689], [19.203133, 10.000353, 18.580296], [20.264862, 10.622505, 17.387614], [19.496909, 12.131293, 19.808272], [18.508281, 12.218523, 18.188883], [20.619482, 13.171170, 17.070129], [21.199775, 13.260864, 18.727039], [18.337527, 15.138026, 19.966752], [19.792492, 14.284870, 20.328530], [19.598045, 17.206490, 19.604637], [20.376723, 16.728426, 20.981774], [22.021284, 17.060746, 19.032415], [22.149194, 15.450508, 19.597763], [20.470839, 16.439704, 17.246158], [21.592892, 15.035947, 17.334780], [17.807590, 14.171142, 17.746969], [18.832488, 14.452296, 16.346982], [18.333994, 16.888510, 16.667241], [18.059805, 16.770829, 18.295528], [16.006411, 17.171709, 16.974529], [15.798958, 15.762230, 18.010835], [16.139435, 15.501026, 16.310012], [13.331812, 17.987149, 25.317609], [14.357817, 17.757200, 24.251904], [14.799058, 19.057218, 23.527296], [15.801390, 18.661734, 22.472357], [13.578437, 19.789418, 22.966722], [12.622666, 18.940878, 22.153803], [15.399838, 20.006426, 24.559027], [15.752005, 21.418615, 24.095680], [16.158504, 21.462168, 22.743223], [16.138309, 22.777493, 22.187268], [13.062057, 17.006183, 25.721042], [12.402267, 18.428409, 24.966343], [13.695452, 18.492154, 26.210938], [14.043618, 17.108106, 23.436418], [15.270876, 17.318143, 24.655366], [16.427948, 17.940409, 22.991295], [16.154367, 19.539473, 21.951094], [15.230473, 18.018421, 21.797435], [14.088495, 20.578230, 22.408964], [13.020021, 20.335118, 23.725889], [11.829274, 19.562668, 21.740739], [12.205704, 18.205787, 22.839258], [13.041264, 18.443862, 21.277647], [16.217780, 19.382174, 24.925074], [14.703758, 20.118100, 25.385922], [16.584512, 21.777534, 24.704848], [14.866061, 22.011898, 24.336230], [15.172032, 23.262601, 22.354773], [16.252814, 22.641721, 21.113889], [16.946323, 23.343945, 22.652618], [20.108151, 20.104054, 11.567838], [20.253148, 19.105770, 12.698991], [19.723387, 19.556034, 14.057354], [20.043700, 18.475563, 15.058284], [20.315942, 20.897688, 14.440277], [19.907462, 21.375815, 15.814007], [18.217052, 19.689824, 14.059360], [17.420904, 18.628776, 13.279047], [17.789483, 17.331622, 13.624016], [17.132183, 16.301734, 12.895605], [20.656200, 21.016347, 11.805895], [19.073356, 20.425924, 11.441544], [20.492169, 19.710732, 10.630702], [21.274462, 18.770389, 12.880962], [19.731464, 18.168352, 12.503784], [19.702617, 17.528279, 14.657792], [19.590239, 18.763520, 16.004649], [21.124547, 18.474472, 15.201963], [19.887382, 21.632605, 13.758670], [21.392411, 20.783964, 14.345704], [18.874577, 21.632361, 16.049716], [20.502155, 22.246243, 16.083121], [20.176391, 20.584002, 16.524056], [18.015796, 20.649798, 13.573319], [17.834816, 19.888951, 15.059376], [17.559063, 18.748377, 12.198429], [16.375561, 18.879963, 13.502780], [17.496769, 16.272411, 11.865889], [16.062088, 16.533837, 12.857922], [17.254538, 15.350331, 13.402310], [20.068867, 20.115915, 19.433371], [18.772907, 20.057320, 18.759644], [21.021470, 19.582929, 18.687680], [20.344156, 21.594574, 19.895210], [19.787493, 22.462427, 19.030270], [19.786294, 21.783156, 21.106667], [21.635242, 21.874780, 20.024185], [17.637845, 20.264643, 19.532411], [16.342760, 19.904162, 18.811955], [16.205123, 18.823768, 18.892097], [15.470486, 20.441187, 19.190050], [16.348904, 20.147309, 17.744225], [17.658648, 21.332531, 19.811243], [17.572400, 19.758329, 20.508709], [19.948267, 19.561303, 20.383962]], "atomic_forces_ev_per_a": [[0.3, 0.1, -0.3], [0.7, 0.1, 0.8], [-0.1, -2.2, -0.3], [-0.4, 1.2, -0.6], [0.5, -1.0, 0.1], [0.8, 0.2, -0.2], [-0.3, 1.0, 0.0], [-0.1, -0.4, -0.1], [-1.0, -0.4, -0.2], [-0.7, 2.3, 0.7], [-0.6, -0.4, 0.8], [0.4, -0.3, 1.0], [-0.1, 0.1, -0.1], [0.1, 0.0, -0.1], [0.1, 0.0, 0.1], [-0.6, 0.3, 0.1], [-0.1, -0.2, -0.1], [0.1, 0.4, -0.3], [0.0, 0.5, 0.2], [0.4, -0.3, 0.3], [0.2, 0.0, 0.3], [-0.1, 0.0, 0.2], [-0.3, 0.2, -0.1], [0.4, -0.4, 0.4], [-0.1, -0.1, -0.2], [0.3, 0.2, 0.5], [-0.1, -0.5, -0.3], [0.2, 0.4, -0.1], [-0.1, 0.3, 0.2], [0.4, -0.2, -0.6], [-0.2, -0.7, 0.0], [0.0, -0.2, -0.6], [0.7, -0.3, -0.6], [-0.2, 0.0, -0.4], [0.2, 0.1, -0.1], [-0.3, 0.3, -0.7], [-0.4, 0.2, 1.0], [1.1, 0.4, -0.8], [0.7, 0.2, 1.0], [-0.5, 0.2, -0.6], [0.0, 1.8, 2.5], [1.3, -0.6, -0.6], [-0.5, -0.4, 1.3], [-1.1, -0.4, -0.2], [-1.2, 0.4, 0.7], [1.0, 0.1, -1.3], [-0.9, -0.7, -0.5], [1.5, -1.4, 0.3], [0.4, -0.4, 0.0], [0.0, -0.3, -0.2], [-0.2, 0.3, -0.1], [-0.3, 0.0, -0.2], [-0.7, 0.2, 0.4], [0.3, -0.5, -0.4], [-0.4, -0.1, -0.7], [0.2, 0.7, 0.0], [0.0, -0.3, 0.3], [-0.9, 0.8, -0.6], [-0.5, -0.5, -0.1], [0.2, 0.2, -0.3], [0.1, -0.1, -0.6], [0.3, 0.5, -0.3], [0.3, -0.3, 0.0], [1.1, -0.1, -0.4], [0.1, -0.8, -0.3], [-0.3, 0.1, -0.5], [-0.3, -0.2, 0.6], [0.1, 0.1, 0.1], [0.0, 0.0, 0.0], [0.2, 0.6, 0.1], [-0.2, 0.1, -0.2], [-0.7, 0.4, 0.3], [0.8, 1.2, -0.2], [0.3, -1.1, -0.9], [0.2, 0.0, -1.2], [1.0, 0.6, 1.9], [-0.2, 2.1, -0.1], [0.8, -1.2, 1.2], [-0.3, 1.1, -0.5], [0.0, 0.5, 0.1], [1.2, -0.7, 0.1], [-1.2, -1.0, 1.6], [0.9, 1.1, -0.2], [0.4, -0.3, -0.2], [-0.2, 0.1, -0.3], [-0.7, 0.0, 0.1], [-0.1, -0.5, 0.4], [-0.1, 0.1, 0.2], [0.1, 0.0, 0.0], [-0.9, 0.8, -0.1], [-0.5, -0.5, 0.9], [-0.4, -0.5, -0.1], [0.3, 0.1, -0.3], [-0.2, 0.0, -0.8], [0.0, 0.0, 0.0], [0.3, 0.0, -0.5], [-0.1, -1.1, 0.4], [-0.4, 0.2, -0.3], [-0.4, -0.4, 0.1], [-0.3, -0.1, 0.0], [-0.2, 0.2, -0.4], [0.1, -0.3, -0.4], [0.0, 0.4, -0.2], [-0.3, -0.2, -0.4], [0.0, -0.5, 0.3], [-0.2, -0.1, -0.2], [0.2, -0.1, 0.1], [-0.3, 0.2, -0.1], [-0.4, -0.8, 0.6], [0.7, 0.8, -0.6], [-1.5, 0.6, 1.2], [-1.9, -1.0, 0.3], [0.8, 0.5, -1.2], [0.2, -0.1, 0.1], [0.8, -1.3, -0.1], [0.4, -0.3, 0.0], [-0.7, -0.1, 0.0], [0.0, -0.3, 0.3], [-0.1, -0.1, -0.2], [0.1, 0.2, 0.0], [0.1, 0.3, -0.2], [-0.3, -0.1, 0.2], [0.0, 0.1, 0.1], [0.9, 0.7, -0.2], [0.6, -0.2, 0.4], [0.0, 0.2, -0.3], [-0.4, -0.1, -0.4], [0.3, -0.5, 0.5], [-0.1, 0.1, 0.3], [-0.4, -0.1, -0.4], [0.3, -0.1, 0.2], [0.4, 0.6, 0.1], [-0.1, -0.2, -0.1], [-0.2, 0.0, 0.3], [0.1, 0.5, -0.5], [0.1, 0.0, 0.2], [0.4, 0.2, 0.1], [0.0, 0.3, -0.4], [0.0, 0.6, 0.7], [-0.2, -0.7, 0.1], [-0.8, -0.4, 0.1], [0.8, 0.7, 0.1], [-1.1, 0.5, 0.1], [0.8, -0.9, 1.2], [-0.3, 0.7, -1.1], [0.4, 0.5, -0.1], [0.2, -0.4, 1.0], [-0.8, 0.7, -0.4], [0.2, -0.1, -0.2], [-0.1, -0.2, -0.2], [-0.1, -0.2, 0.1], [0.2, 0.5, 0.0], [-0.2, 0.1, -0.1], [-0.1, 0.1, 0.1], [-0.1, -0.3, 0.0], [0.0, -0.1, 0.0], [0.6, -0.3, -0.6], [0.0, 0.2, 0.0], [-0.1, -0.1, -0.7], [0.0, 0.0, -0.1], [0.1, 0.5, 0.4], [0.0, -0.1, -0.3], [0.4, -0.7, 0.3], [0.0, 0.3, 0.0], [-0.2, -0.4, 0.0], [0.1, -0.2, 0.0], [0.0, -0.2, 0.0], [0.3, 0.0, 0.0], [1.5, -1.2, -0.1], [-0.1, -0.9, -0.5], [-0.5, 0.6, -0.1], [-0.9, -1.3, -0.5], [0.2, 0.5, 0.1], [-0.2, 0.5, 0.2], [0.2, 0.2, 0.0], [-0.7, 1.8, 0.7], [0.3, -0.2, -0.6], [-0.3, 0.0, -0.1], [0.1, -0.2, 0.4], [0.4, 0.0, 0.0], [-0.5, -0.1, 0.0], [0.8, -0.3, -0.2], [-0.4, 0.0, 0.4]]}